ORCA calculation (ωB97M-V with the def2-TZVPD basis set) on C35H48BClN14O5Si2Y as an isolated structure.

The geometry in XYZ format:
```
107
Properties=species:S:1:pos:R:3
Y -0.415 0.865 0.650
Cl -0.765 2.477 4.948
Si 2.073 -3.486 0.445
Si 3.734 -0.663 -0.694
O -2.891 1.256 -0.987
O 0.085 5.002 2.387
O -0.073 -1.713 3.808
O 0.083 2.836 1.860
O -2.552 1.355 1.663
N -2.844 4.718 -0.687
N -2.742 -1.307 -4.676
N 0.432 1.107 -1.636
N 1.608 0.119 1.889
N -1.337 -0.174 2.706
N -0.543 5.093 -0.268
N 0.833 -2.251 -3.024
N -0.318 0.770 -2.716
N -1.443 2.959 -0.563
N -1.059 -1.171 -0.389
N -2.243 -0.330 -3.877
N -2.025 -1.058 4.780
N -1.548 -1.276 -1.657
N -0.070 -1.533 -3.717
C 3.462 -0.388 -2.523
C -2.474 -2.243 -1.701
C 1.220 -2.479 -5.235
C -2.609 -2.798 -0.444
C 0.824 2.585 -3.283
C 2.531 0.348 4.101
C -0.279 3.841 2.562
C 1.558 -3.926 2.204
C -3.351 6.055 -0.489
C 5.377 -1.568 -0.527
C 3.291 -1.388 2.676
C -4.119 0.480 -4.718
C 3.652 -4.434 0.056
C 4.040 1.010 0.122
C -1.765 -1.889 5.948
C -3.703 3.561 -0.853
C -1.701 -2.094 0.337
C -3.067 0.745 -3.879
C 0.735 -4.194 -0.651
C 1.104 2.206 -1.976
C -1.587 4.280 -0.476
C -3.860 -0.823 -5.184
C 1.675 0.720 3.090
C -0.082 1.638 -3.714
C -1.071 -1.011 3.745
C 2.482 -1.619 0.372
C -2.464 0.562 2.642
C -2.677 2.439 -0.825
C 1.599 -2.834 -3.931
C 2.418 -0.941 1.676
C 0.147 -1.644 -5.049
C -1.307 3.618 3.679
C -3.476 0.439 3.652
C 3.360 -0.740 3.887
C -3.190 -0.363 4.694
B -1.033 -0.603 -2.967
H -0.496 -1.158 -5.760
H 1.062 -4.390 -1.666
H 0.455 -5.147 -0.189
H -3.871 -0.500 5.524
H 3.478 -5.494 0.261
H -4.947 1.123 -4.958
H 1.010 1.552 3.233
H 1.756 2.688 -1.266
H -4.413 3.444 -0.032
H 6.165 -0.937 -0.947
H 4.556 0.892 1.078
H 2.524 0.896 5.032
H -3.261 -3.599 -0.145
H 1.017 -3.130 2.719
H 3.918 -2.245 2.473
H 4.100 0.456 -2.805
H -4.245 3.580 -1.801
H -0.556 1.510 -4.673
H 3.143 1.591 0.325
H 2.404 -3.482 -3.620
H -1.454 -2.225 1.377
H -2.560 -2.624 6.075
H -1.695 -1.270 6.844
H 1.218 3.420 -3.834
H 4.685 1.599 -0.536
H 1.647 -2.800 -6.169
H -1.490 4.565 4.173
H 0.220 4.622 0.207
H -4.399 0.991 3.578
H 4.044 -1.082 4.653
H 3.775 -1.254 -3.108
H 2.439 -0.155 -2.796
H 2.412 -4.203 2.828
H -0.824 -2.402 5.788
H -3.881 6.142 0.462
H -4.034 6.315 -1.298
H -4.438 -1.424 -5.869
H 0.898 -4.796 2.154
H 3.938 -4.345 -0.995
H 5.635 -1.772 0.515
H 5.381 -2.511 -1.074
H 4.499 -4.111 0.664
H -2.850 1.606 -3.276
H -2.959 -2.486 -2.632
H -0.150 -3.564 -0.710
H -2.225 3.213 3.255
H -2.538 6.776 -0.503
H -0.732 5.977 0.179
```

Its net charge is 0. Its LUMO energy (alpha / beta) is 0.275 / -0.524 eV. Its HOMO energy (alpha / beta) is -8.16 / -8.47 eV. The energy relative to the best compared isomer or geometry (same formula, charge and spin) comes out at 30.9 kcal/mol. Its expectation value of S² is 0.75. Its frontier orbital gap (alpha / beta) is 0.310 / 0.292 hartree. Its spin multiplicity is 2.



ORCA calculation (ωB97M-V with the def2-TZVPD basis set) on C5H11N2 as an isolated structure.

The geometry in XYZ format:
```
18
Properties=species:S:1:pos:R:3
N -1.425 -0.674 -1.327
N 2.609 -0.068 0.850
C -0.660 -1.651 -1.540
C 0.079 0.153 1.155
C -1.268 0.529 -0.902
C -1.190 0.809 0.582
C 1.361 0.904 0.733
H -2.134 0.595 1.087
H -1.059 1.895 0.626
H 1.323 1.860 1.268
H 0.033 0.065 2.236
H 0.161 -0.811 0.652
H 2.231 -0.991 1.078
H 2.292 0.495 1.715
H 1.301 1.167 -0.333
H 0.402 -1.534 -1.742
H -1.152 -2.607 -1.696
H -1.670 1.340 -1.511
```

Its net charge is +1. Its LUMO energy is -6.122 eV. Its HOMO energy is -14.00 eV. The energy relative to the best compared isomer or geometry (same formula, charge and spin) comes out at 113.6 kcal/mol. Its frontier orbital gap is 0.290 hartree. Its spin multiplicity is 1.



ORCA calculation (ωB97M-V with the def2-TZVPD basis set) on C3H6NOP in the gas phase.

The geometry in XYZ format:
```
12
Properties=species:S:1:pos:R:3
P 2.168 -1.326 0.086
O 2.947 1.531 -0.073
N 2.085 0.640 -0.172
C 0.727 1.124 -0.022
C 0.318 -1.315 0.302
C -0.205 -0.064 -0.324
H 0.153 -1.102 1.361
H 0.504 2.013 -0.696
H -1.302 0.209 -0.174
H -0.086 -2.335 -0.034
H -0.234 -0.104 -1.476
H 0.609 1.616 1.021
```

Its net charge is 0. Its LUMO energy (alpha / beta) is -0.893 / 0.193 eV. The SMILES is [O-][N+]1=PCCC1. Its HOMO energy (alpha / beta) is -8.19 / -8.35 eV. The energy relative to the best compared isomer or geometry (same formula, charge and spin) comes out at 75.0 kcal/mol. Its frontier orbital gap (alpha / beta) is 0.268 / 0.314 hartree. Its spin multiplicity is 1.



ORCA calculation (ωB97M-V with the def2-TZVPD basis set) on C15H28ClMoNO4S3Si3 as an isolated structure.

The geometry in XYZ format:
```
56
Properties=species:S:1:pos:R:3
Mo -0.930 -1.285 -0.860
Cl -2.604 -0.292 -2.964
S -0.999 -4.481 -0.445
S 0.542 -3.251 -1.183
S -3.106 -2.277 0.042
Si -1.469 0.458 2.033
Si 0.387 1.545 -0.309
Si 1.549 -1.266 1.313
O -2.031 -1.679 -2.727
O -1.874 0.380 -3.964
O -2.286 0.299 -1.596
O -3.989 -0.350 -3.174
N 0.447 -0.447 -2.259
C -1.735 -3.060 -0.118
C 1.542 1.535 -2.971
C -1.625 -0.983 3.185
C 1.914 2.299 0.405
C -0.867 2.869 -0.612
C 1.435 -0.356 -4.426
C 0.856 0.827 -2.002
C 0.997 -2.888 1.986
C 2.799 -1.243 -0.038
C -3.117 1.000 1.382
C -0.695 1.907 2.885
C 0.736 -1.023 -3.446
C 1.951 -0.147 2.705
C -0.283 -0.125 0.478
C 1.837 0.948 -4.195
H -2.381 -0.721 3.931
H 1.613 -3.694 1.587
H -0.045 -3.121 1.789
H 3.341 -0.299 -0.063
H -0.487 3.472 -1.441
H -1.840 2.483 -0.899
H 2.376 1.499 -4.954
H 1.202 -0.188 3.494
H 2.794 1.660 0.395
H 0.294 1.731 3.301
H 1.754 2.666 1.420
H -3.529 0.382 0.591
H 2.885 -0.547 3.123
H 1.124 -2.871 3.072
H -0.706 -1.203 3.729
H 3.528 -2.030 0.187
H 2.129 3.176 -0.213
H 1.642 -0.857 -5.361
H 1.862 2.548 -2.761
H -0.993 3.531 0.244
H 2.134 0.886 2.430
H -1.963 -1.898 2.698
H 2.406 -1.443 -1.029
H -0.651 2.793 2.253
H -3.816 0.986 2.223
H 0.383 -2.032 -3.599
H -1.362 2.149 3.719
H -3.078 2.025 1.011
```

Its net charge is +2. Its LUMO energy is -8.798 eV. Its HOMO energy is -15.40 eV. The energy relative to the best compared isomer or geometry (same formula, charge and spin) comes out at 0.0 kcal/mol. Its frontier orbital gap is 0.243 hartree. Its spin multiplicity is 1.



ORCA calculation (ωB97M-V with the def2-TZVPD basis set) on a 2-piece molecular cluster, C3H5Cl2N2 overall.

The geometry in XYZ format:
```
12
Properties=species:S:1:pos:R:3
Cl 4.530 -0.096 -0.850
Cl 2.822 0.267 1.471
N -0.040 -1.975 0.422
N -0.813 1.769 -0.010
C -0.379 -0.714 0.243
C 3.063 0.297 -0.173
C -0.606 0.476 0.129
H -0.059 -2.583 -0.384
H -0.260 -2.398 1.313
H -1.009 2.131 -0.933
H -1.242 2.268 0.757
H 2.248 0.587 -0.817
```

Its net charge is +1. Its LUMO energy (alpha / beta) is -3.363 / -7.063 eV. Its HOMO energy (alpha / beta) is -14.30 / -11.00 eV. The energy relative to the best compared isomer or geometry (same formula, charge and spin) comes out at 110.1 kcal/mol. Its frontier orbital gap (alpha / beta) is 0.402 / 0.145 hartree. Its spin multiplicity is 1.



ORCA calculation (ωB97M-V with the def2-TZVPD basis set) on a 2-piece molecular cluster, C3H9NO2 overall.

The geometry in XYZ format:
```
15
Properties=species:S:1:pos:R:3
O 0.041 2.070 -0.078
O -0.945 -0.448 0.201
N 1.266 0.220 0.366
C 0.628 0.958 -0.508
C 2.071 -0.888 -0.159
C -2.293 -0.373 0.527
H -0.608 2.374 -0.726
H -2.647 0.670 0.641
H 1.433 -1.647 -0.619
H -2.934 -0.856 -0.230
H -2.508 -0.874 1.485
H 0.351 -0.157 0.900
H 0.729 0.817 -1.583
H 2.800 -0.527 -0.886
H 2.616 -1.339 0.669
```

Its net charge is 0. Its LUMO energy is 0.573 eV. Its HOMO energy is -8.25 eV. The energy relative to the best compared isomer or geometry (same formula, charge and spin) comes out at 89.4 kcal/mol. Its frontier orbital gap is 0.324 hartree. Its spin multiplicity is 1.



no.,DFT total energy (eV)
1,-98181.1881
2,-8332.1940
3,-16030.9547
4,-96185.2929
5,-31205.9235
6,-8839.0779